Entry 1:
52
Properties=species:S:1:pos:R:3:forces:R:3:mulliken_charge:R:1 method="wB97M-V/def2-TZVPD" homo_energy_ev=-10.5 total_charge=+1 orbital_gap_ev=5.97 lumo_ev=-4.57
Be -0.2997 0.6846 0.7055 0.138 -0.019 0.459 -0.678
Br -1.3230 0.7683 -3.8877 -0.092 0.037 0.101 -0.133
C -2.1200 -0.0036 -2.3783 0.187 0.072 0.015 -0.822
C -3.6096 -0.2876 -2.3266 0.235 -0.124 -0.060 0.402
C -4.8836 0.1382 -0.1583 -0.289 -0.099 0.429 0.663
Br -6.6054 -0.5723 -0.2792 0.106 0.098 0.073 -0.034
C -4.1665 0.2136 1.0238 0.135 -0.379 -0.530 -0.073
C -4.4789 0.2793 2.3759 0.224 0.060 0.329 -0.817
C -3.4657 0.6033 3.2669 -0.656 -0.059 0.141 -1.241
C -2.1480 0.8287 2.8446 0.535 -0.070 -0.636 0.413
N -1.7293 0.7150 1.5946 -0.075 0.122 0.449 0.091
C -2.7347 0.3993 0.6298 -0.448 0.702 -0.741 -0.122
C -1.4691 -0.1558 -1.2141 -0.255 -0.057 0.004 1.120
O -0.3414 0.3624 -0.7572 0.219 0.120 -0.237 0.083
H -4.0816 -0.1182 -3.2898 -0.002 -0.064 0.010 0.878
H -5.4956 0.1419 2.7222 -0.007 -0.022 -0.011 0.493
H -3.6859 0.7061 4.3187 0.025 0.004 -0.004 0.421
H -1.3872 1.0946 3.5708 -0.032 -0.012 0.067 0.602
C 4.5544 -1.7825 0.1848 -0.087 0.254 0.196 -0.674
C 4.4540 -0.6588 -0.8398 -0.378 -0.022 -0.051 -0.784
S 2.7293 -0.1309 -1.1597 0.061 0.122 0.077 0.013
C 2.7303 1.5891 -0.5697 -0.020 -0.450 0.010 -0.877
C 2.8132 1.7744 0.9380 -0.150 0.170 -0.043 -0.536
S 1.3374 1.2649 1.9052 0.293 -0.215 -0.140 0.013
C 1.8328 -0.2463 2.8317 -0.042 0.115 -0.153 -0.779
C 2.4060 -1.4154 2.0438 0.304 -0.025 0.003 -0.509
S 4.2304 -1.2697 1.9007 -0.139 -0.051 -0.118 -0.142
H 5.5748 -2.1664 0.2036 -0.012 -0.063 -0.007 0.445
H 3.8872 -2.6082 -0.0593 0.061 -0.045 -0.050 0.335
H 4.8403 -1.0089 -1.7975 0.098 0.049 0.022 0.450
H 5.0288 0.2110 -0.5248 0.085 -0.026 -0.030 0.338
H 1.8198 2.0294 -0.9778 0.036 0.025 -0.037 0.295
H 3.5822 2.0959 -1.0232 -0.034 0.117 0.010 0.631
H 2.9416 2.8309 1.1779 -0.007 -0.021 0.020 0.501
H 3.6409 1.2129 1.3628 0.056 0.006 0.051 0.254
H 0.9123 -0.5353 3.3407 -0.008 0.014 0.038 0.365
H 2.5413 0.0991 3.5844 -0.091 0.024 0.067 0.535
H 1.9797 -1.4821 1.0466 -0.051 -0.027 -0.005 0.044
H 2.1990 -2.3362 2.5893 -0.097 0.023 -0.002 0.546
Se -3.1361 2.0576 -0.6205 -0.080 -0.936 0.101 0.165
N -2.2631 -0.7126 -0.1728 0.138 -0.027 0.063 0.229
C -3.1037 -1.8097 -0.5634 -0.008 -0.240 0.047 0.455
C -3.1810 -2.9824 0.1647 0.012 0.123 -0.001 -0.863
C -3.9176 -4.0382 -0.3580 -0.030 -0.069 0.018 -0.764
C -4.5268 -3.9303 -1.6006 -0.013 -0.012 -0.009 -0.592
C -4.4487 -2.7473 -2.3277 -0.031 0.028 0.029 -1.246
C -3.7520 -1.6856 -1.7867 -0.075 0.213 0.117 0.472
N -4.2909 0.6521 -1.2945 0.244 0.628 -0.061 -0.459
H -2.6666 -3.0702 1.1132 0.001 -0.007 -0.007 0.519
H -4.0018 -4.9608 0.2010 0.019 0.006 -0.011 0.445
H -5.0752 -4.7721 -2.0017 -0.006 0.012 -0.002 0.432
H -4.9433 -2.6502 -3.2855 -0.001 -0.001 -0.002 0.497

=====

Entry 2:
49
Properties=species:S:1:pos:R:3:forces:R:3:mulliken_charge:R:1 method="wB97M-V/def2-TZVPD" smiles=CC1(C)CC2(CC(C)(C)c3c(Br)c(O)c(O)c(Br)c32)c2c(Br)c(O)c(O)c(Br)c21 homo_energy_ev=-8.4 total_charge=0 orbital_gap_ev=8.60 lumo_ev=0.21
Br 2.5158 -1.1732 1.5817 -0.786 -0.224 -0.845 -0.183
Br -2.1355 -1.4639 2.0550 0.124 0.017 -0.017 -0.174
Br -1.0494 -3.9204 -3.3881 0.773 -0.088 0.726 -0.167
Br 1.2243 4.1384 2.9509 0.056 0.175 0.552 -0.149
O 2.6999 -3.8933 0.2492 1.093 0.530 1.093 -0.687
O -1.6845 0.1572 4.6061 0.282 -0.072 0.231 -0.686
O 1.1379 -5.1047 -1.5540 -0.589 0.767 -0.925 -0.566
O -0.1361 2.3239 5.0380 0.116 0.071 0.134 -0.612
C 1.4028 -1.8890 0.1395 -1.382 1.268 -0.523 0.374
C -1.0518 0.0668 2.2752 1.489 1.692 0.572 0.383
C -0.0975 -3.0974 -1.9218 0.516 0.050 0.619 0.629
C 0.4497 2.4475 2.7094 -0.092 -0.778 -0.298 0.054
C 1.7223 -3.1521 -0.3026 -0.046 -0.078 0.345 1.078
C -0.9389 0.6512 3.5814 -0.473 -0.834 -2.136 1.212
C 0.9728 -3.7882 -1.2771 -2.402 0.310 -1.456 0.522
C -0.1573 1.8003 3.7889 -0.823 -0.318 0.086 0.296
C 0.2833 -1.2127 -0.4502 0.957 -1.123 0.504 -1.922
C -0.2981 0.6493 1.2387 0.547 0.547 -0.023 -1.901
C -0.4663 -1.8145 -1.4746 1.201 -0.758 0.224 -1.242
C 0.4449 1.8454 1.4520 -0.434 -0.797 0.111 -0.826
C -1.2546 -0.4221 -3.4266 -0.107 1.445 0.669 -1.615
C -2.9400 -1.5500 -1.9290 0.372 -0.989 -0.534 -1.592
C 0.3998 3.5933 -0.3607 0.484 0.102 0.286 -1.472
C 2.6801 2.5363 0.3166 -0.337 0.331 0.023 -1.461
C -1.4565 0.2897 -0.9709 -0.622 -0.336 -0.613 -1.918
C 0.9347 1.1239 -0.8043 0.238 0.506 0.246 -1.807
C -0.1451 0.2105 -0.2281 0.201 -0.336 0.768 4.439
C -1.5530 -0.9106 -1.9960 -0.185 0.986 0.234 1.483
C 1.1408 2.3349 0.1799 0.374 -0.592 -0.988 1.567
H 3.1435 -3.2910 0.9137 -0.360 -1.062 -0.728 0.240
H -2.1063 -0.6707 4.2982 0.171 0.417 0.246 0.231
H 1.7734 -5.4406 -0.9518 1.169 -0.684 0.907 0.330
H -0.6026 1.7116 5.6294 0.057 0.184 -0.135 0.343
H -1.1960 -1.2212 -4.1050 -0.183 -1.136 -0.955 0.397
H -2.0020 0.3230 -3.7960 0.407 -0.630 0.427 0.350
H -0.2758 0.0580 -3.4731 0.033 0.139 0.138 0.386
H -3.0335 -2.4382 -2.5845 0.180 0.520 0.431 0.314
H -3.2028 -1.8535 -0.9256 0.002 -0.043 0.349 0.290
H -3.6730 -0.8663 -2.2849 -0.683 0.815 -0.177 0.464
H 0.6272 3.8244 -1.4234 0.040 -0.273 0.642 0.376
H -0.6739 3.4035 -0.2635 0.057 0.217 -0.120 0.392
H 0.6659 4.4709 0.2617 -0.287 -0.404 -0.464 0.348
H 3.1036 2.8622 -0.6553 -0.277 -0.105 0.473 0.422
H 2.8766 3.3035 1.0716 0.238 -0.122 -0.296 0.326
H 3.2044 1.6097 0.6114 -0.413 0.346 -0.085 0.256
H -1.5714 1.2701 -1.4235 -0.092 0.055 -0.303 0.398
H -2.2345 0.2044 -0.2354 -0.669 -0.164 0.165 0.395
H 0.6865 1.4290 -1.8250 -0.119 0.197 0.175 0.269
H 1.8462 0.5346 -0.9175 0.186 0.259 0.248 0.414

=====

Entry 3:
51
Properties=species:S:1:pos:R:3:forces:R:3:mulliken_charge:R:1 method="wB97M-V/def2-TZVPD" homo_energy_ev=-8.4 total_charge=0 orbital_gap_ev=8.07 lumo_ev=-0.36
Ca -0.2594 0.4750 0.0696 -0.214 0.058 -0.038 1.723
O -1.1994 2.7688 0.2702 -0.001 0.143 -0.036 -0.588
C -0.3041 3.6040 1.0186 0.004 -0.022 0.043 -0.476
C 0.0399 2.9596 2.3495 0.018 0.062 0.006 -1.148
N 0.6197 1.6334 2.1651 0.067 0.026 -0.059 0.979
C 2.0753 1.6506 2.0123 0.004 0.034 0.110 -0.826
C 2.6091 0.4752 1.1626 -0.075 -0.051 -0.029 0.397
O 3.8089 0.4643 0.9193 0.007 -0.022 -0.014 -0.731
O 1.7229 -0.3582 0.7627 0.022 -0.032 -0.003 -0.734
C 0.1676 0.6936 3.1948 -0.069 0.028 0.046 -0.786
C -1.2732 0.1824 2.9639 0.077 0.062 0.064 0.283
O -1.7964 -0.4431 3.8714 -0.065 0.031 -0.017 -0.751
O -1.7769 0.4505 1.8086 0.025 -0.077 -0.027 -0.578
H -1.8745 2.4540 0.8953 0.064 -0.183 -0.028 0.346
H 0.5835 3.7343 0.3962 0.008 -0.006 0.004 0.261
H -0.7512 4.5887 1.1786 0.003 0.003 -0.024 0.413
H 0.6988 3.6267 2.9223 -0.007 -0.010 0.009 0.395
H -0.8837 2.8577 2.9251 -0.002 -0.013 0.001 0.503
H 2.3761 2.5741 1.5115 0.002 -0.017 -0.032 0.377
H 2.5903 1.6431 2.9814 0.014 0.012 -0.012 0.302
H 0.8254 -0.1750 3.1876 -0.009 -0.010 -0.017 0.397
H 0.2093 1.1343 4.1982 0.070 -0.014 0.000 0.394
C -4.7585 -0.7009 0.2717 -0.006 0.001 0.000 -0.623
C -4.5677 -2.0618 0.4200 0.004 0.014 -0.003 -0.437
C -3.3980 -2.6297 -0.0565 0.010 0.012 -0.012 -0.724
C -2.4537 -1.8123 -0.6619 -0.086 -0.044 -0.018 0.723
N -2.6168 -0.4873 -0.7671 0.004 -0.107 -0.007 -0.353
C -3.7465 0.0411 -0.3126 0.008 0.019 0.013 -0.195
C -1.1807 -2.3590 -1.2197 0.049 -0.021 -0.018 0.675
C -0.9470 -3.7112 -1.4369 0.088 0.005 -0.066 -0.767
C 0.2908 -4.0838 -1.9380 -0.015 0.003 0.011 -0.788
C 1.2490 -3.1248 -2.2249 -0.109 -0.011 -0.011 -0.786
C 0.9286 -1.7906 -1.9994 0.044 0.018 0.042 0.667
N -0.2545 -1.4481 -1.5028 0.021 0.073 0.178 -0.148
C 1.8557 -0.6532 -2.2766 0.136 0.148 -0.106 0.706
C 3.0875 -0.8458 -2.8852 -0.026 -0.066 0.044 -0.661
C 3.9139 0.2414 -3.1155 -0.012 -0.017 0.003 -0.529
C 3.4800 1.4985 -2.7470 0.004 0.035 0.004 -0.713
C 2.2300 1.6068 -2.1598 0.015 0.013 0.018 -0.204
N 1.4336 0.5719 -1.9263 -0.071 -0.088 -0.016 -0.187
H -5.6522 -0.2107 0.6299 -0.004 -0.013 0.006 0.396
H -5.3120 -2.6748 0.9101 0.000 -0.001 -0.001 0.426
H -3.2152 -3.6872 0.0662 -0.013 -0.004 -0.002 0.292
H -3.8419 1.1168 -0.4067 0.007 0.000 -0.002 0.428
H -1.6979 -4.4582 -1.2279 -0.014 0.014 0.002 0.319
H 0.5099 -5.1304 -2.1045 0.007 0.002 -0.002 0.425
H 2.2151 -3.4236 -2.6011 0.007 0.022 -0.006 0.341
H 3.4135 -1.8353 -3.1686 0.002 0.000 0.002 0.304
H 4.8843 0.1001 -3.5717 0.002 0.005 0.001 0.432
H 4.0882 2.3791 -2.8947 0.010 -0.009 -0.005 0.405
H 1.8547 2.5790 -1.8574 -0.008 -0.002 0.002 0.424

=====

Entry 4:
87
Properties=species:S:1:pos:R:3:forces:R:3:mulliken_charge:R:1 method="wB97M-V/def2-TZVPD" homo_energy_ev=-4.7 total_charge=-1 orbital_gap_ev=5.79 lumo_ev=1.09
C 5.4555 -0.6005 -0.4640 0.001 0.355 0.207 -1.076
C 5.1547 0.8916 -0.3857 0.364 -0.287 0.022 0.437
O 5.3602 1.5548 -1.6368 -0.302 0.208 -0.108 -0.428
C 4.1726 1.8263 -2.2838 -0.576 -0.629 -1.029 0.589
O 3.7490 1.0513 -3.1139 0.484 0.396 0.506 -0.565
C 3.4638 3.1183 -1.9571 0.390 -0.726 0.436 -0.621
C 2.0064 2.8765 -1.5356 0.471 -0.254 0.451 0.415
C 1.8806 2.7693 -0.0150 -0.045 0.115 -0.232 -0.980
C 0.5079 3.1637 0.4988 0.355 0.528 -0.016 0.331
N -0.5799 2.6035 -0.2882 0.764 -0.884 0.223 0.021
C -0.6005 1.1475 -0.3344 -1.368 0.608 -0.242 -0.486
C -0.7435 0.5673 -1.7584 -0.023 -0.397 -0.012 0.348
C -1.7580 -0.5722 -1.7578 0.891 -0.160 0.066 -1.090
O -1.1839 1.5618 -2.6581 0.000 0.544 0.123 -0.611
C 0.3134 4.7025 0.4472 -0.548 0.777 0.167 0.141
O -0.8156 5.0861 0.8770 0.425 -0.342 -0.057 -0.719
O 1.2324 5.4121 -0.0121 -0.110 -0.307 0.193 -0.739
H 6.1776 -0.8064 -1.2438 0.034 0.023 -0.239 0.217
H 4.5609 -1.1937 -0.6090 -0.085 -0.171 -0.170 0.317
H 5.9273 -0.8797 0.4713 -0.086 -0.284 0.240 0.327
H 5.8419 1.3386 0.3236 0.077 0.294 0.075 0.364
H 4.1425 1.0564 -0.0317 -0.163 0.150 0.113 -0.256
H 3.4928 3.7069 -2.8642 0.110 0.250 -0.065 -0.188
H 4.0343 3.5973 -1.1691 -0.057 0.450 0.006 0.427
H 1.3984 3.6918 -1.8974 -0.257 0.073 -0.003 0.714
H 1.6851 1.9355 -1.9658 -0.296 0.053 -0.452 -0.321
H 2.6015 3.4480 0.4263 0.002 0.245 0.247 0.789
H 2.1534 1.7739 0.3461 -0.027 -0.251 -0.130 0.154
H 0.4691 2.8817 1.5645 -0.187 -0.101 0.106 0.070
H -1.4436 2.9329 0.1068 0.038 0.288 -0.187 -0.321
H 0.2355 0.6893 0.1863 0.245 -0.067 -0.032 0.101
H -1.5135 0.8214 0.1818 0.025 -0.134 0.260 0.599
H 0.2219 0.1759 -2.0895 0.192 0.005 -0.052 0.253
H -1.5890 -1.1906 -2.6370 -0.306 -0.177 -0.179 0.482
H -1.6199 -1.2025 -0.8788 -0.064 -0.086 -0.092 -0.102
H -2.7589 -0.1647 -1.7566 -0.221 0.138 0.000 0.234
H -1.2157 1.1887 -3.5396 0.038 -0.173 -0.144 0.383
C -4.8871 3.4494 0.2215 0.303 0.023 0.210 0.271
Cl -6.2512 3.8610 1.2803 -0.081 -0.046 -0.011 -0.137
Cl -3.3722 3.9147 0.9757 -0.173 0.286 -0.132 -0.045
Cl -4.8758 1.6986 -0.0711 -0.117 -0.134 -0.031 -0.036
Cl -5.0716 4.2907 -1.3200 -0.040 -0.006 -0.020 -0.121
C 2.8152 4.7402 -6.3264 0.019 0.000 0.108 0.349
Cl 2.7583 6.2049 -5.3442 -0.007 -0.011 -0.010 -0.098
Cl 1.1697 4.2342 -6.7238 0.010 0.004 -0.014 -0.104
Cl 3.7069 5.0657 -7.8243 0.002 0.008 -0.023 -0.130
Cl 3.6221 3.4598 -5.4245 -0.048 -0.072 -0.208 -0.047
C -4.9453 -3.5610 -1.8194 0.093 0.050 0.140 0.155
Cl -3.3660 -4.3380 -1.9583 -0.045 0.050 0.191 -0.039
Cl -6.0080 -4.5753 -0.8202 -0.129 0.017 -0.258 -0.091
Cl -4.7544 -1.9804 -1.0696 -0.199 0.012 -0.177 0.100
Cl -5.6620 -3.3655 -3.4291 -0.082 0.005 0.125 -0.138
C 8.4600 -3.8361 -0.7559 -0.016 0.012 0.006 0.378
Cl 10.1758 -3.5748 -1.0943 0.005 -0.003 0.006 -0.105
Cl 8.1742 -5.5583 -0.4717 0.008 -0.008 0.008 -0.106
Cl 8.0010 -2.9216 0.6850 0.051 -0.069 -0.053 -0.093
Cl 7.5015 -3.3040 -2.1366 0.013 -0.008 0.030 -0.090
C -2.1529 -5.6273 -6.0585 -0.009 0.029 -0.013 0.269
Cl -2.5918 -7.2958 -6.4496 0.046 0.062 -0.005 -0.053
Cl -3.4763 -4.8639 -5.1766 0.113 -0.112 -0.320 -0.015
Cl -0.6990 -5.6204 -5.0537 -0.008 0.000 -0.002 -0.107
Cl -1.8406 -4.7346 -7.5518 0.005 -0.016 0.011 -0.107
C -2.5566 -3.5259 2.3275 0.087 0.180 -0.014 0.224
Cl -4.1343 -3.8077 1.5927 0.149 -0.147 0.349 -0.045
Cl -1.5520 -4.9714 2.1496 -0.020 -0.012 0.008 -0.125
Cl -1.7750 -2.1652 1.5134 -0.033 -0.084 0.117 -0.018
Cl -2.7484 -3.1436 4.0409 0.005 -0.024 0.027 -0.079
C 0.1997 -0.5172 5.6898 -0.026 0.065 -0.142 0.206
Cl -0.0163 0.1674 4.0802 0.009 -0.003 0.052 0.040
Cl -1.3610 -0.5841 6.5181 -0.041 -0.005 -0.016 -0.047
Cl 0.8615 -2.1527 5.5555 0.000 -0.013 0.011 -0.101
Cl 1.3109 0.4942 6.6207 -0.005 -0.020 0.014 -0.104
C -1.7056 1.4004 10.1336 0.077 0.029 -0.080 0.273
Cl -3.3039 1.0631 9.4542 -0.019 0.013 0.015 -0.084
Cl -0.6989 -0.0437 10.0105 0.009 -0.022 0.082 -0.085
Cl -0.9572 2.7188 9.2346 0.241 -0.273 -0.080 -0.019
Cl -1.8753 1.8578 11.8347 -0.001 -0.006 -0.005 -0.094
C -4.8178 -11.1283 -6.8451 -0.009 0.014 0.017 0.354
Cl -5.0041 -9.5988 -5.9855 -0.056 -0.079 0.004 -0.065
Cl -6.4089 -11.7532 -7.2946 0.012 0.000 -0.001 -0.101
Cl -3.8542 -10.8665 -8.3031 0.001 0.002 0.003 -0.100
Cl -4.0001 -12.2963 -5.8015 -0.005 0.004 -0.009 -0.096
C -2.4912 6.4249 10.1274 -0.027 -0.005 -0.053 0.349
Cl -2.9896 7.3067 8.6828 0.013 -0.014 0.023 -0.088
Cl -3.0138 7.3082 11.5689 0.004 0.002 0.013 -0.108
Cl -3.2248 4.8201 10.1219 -0.256 0.257 0.092 -0.051
Cl -0.7301 6.2705 10.1440 -0.008 -0.002 0.011 -0.106